This record from the OMol25 dataset describes a molecular structure, C22H35Cl2CrN4O3 at a distorted geometry. The level of theory is the ωB97M-V functional and the def2-TZVPD basis.

Structure (XYZ):
```
67
C22H35Cl2CrN4O3, DFT the ωB97M-V functional and the def2-TZVPD basis
O -0.0571 1.6574 -2.6942
C -0.6323 1.2411 -3.6932
C -0.3215 1.8115 -5.0727
C 0.8546 2.5701 -5.2119
H 1.6047 2.5710 -4.4164
C 1.0572 3.3813 -6.3330
H 1.9398 4.0208 -6.3962
C 0.0976 3.3953 -7.3541
H 0.2162 4.0713 -8.2066
C -0.9851 2.5131 -7.2873
H -1.6851 2.4821 -8.1107
C -1.1922 1.7154 -6.1671
H -2.0304 1.0287 -6.1245
H -1.4016 0.4302 -3.5972
C -2.4388 2.0885 0.1166
C -2.0364 0.9155 0.8941
H -3.2614 2.6357 0.6036
H -2.7512 1.7543 -0.8780
H -1.5852 2.7498 -0.0561
C -2.6615 0.3310 1.9067
C -3.8150 0.8620 2.7090
H -2.3596 -0.6808 2.2120
H -4.3490 1.6533 2.1662
H -3.4925 1.2634 3.6880
H -4.5272 0.0413 2.8880
Cr -0.2589 -0.1733 0.5708
Cl 0.7722 1.8469 0.2898
Cl -1.3196 -0.6865 -1.3967
H 3.6189 0.0825 -2.3414
H 5.2215 0.8995 -0.7275
C 2.8072 0.1025 -1.6042
C 4.4589 0.9074 0.0617
N 3.4117 -0.0472 -0.2768
H 2.0879 -0.7074 -1.7640
C 2.7391 -0.6720 0.6987
O 1.6111 -1.2121 0.5165
H 4.9052 0.6182 1.0200
H 3.2646 -0.6779 1.6762
H 2.2694 1.0599 -1.6537
H 4.0426 1.9242 0.1526
H -1.7887 -5.0517 2.2360
H -0.5527 -5.9931 -0.0915
C -2.2859 -4.4075 1.4961
C -1.0858 -5.1620 -0.5675
N -1.3685 -4.1084 0.3953
H -2.6241 -3.4839 1.9795
C -0.7128 -2.9470 0.3255
O -0.9044 -2.0106 1.1476
H -0.4653 -4.7450 -1.3663
H 0.0028 -2.8482 -0.5134
H -3.1478 -4.9601 1.1047
H -2.0092 -5.5566 -1.0021
C 1.6717 2.1626 5.3601
C 1.1009 1.0890 4.5179
C 0.9516 -0.2507 4.8266
C 0.4436 -0.8901 3.6891
N 0.2734 0.0302 2.7028
N 0.6575 1.2310 3.2515
C 0.2033 -2.3368 3.6022
H 1.0603 2.3358 6.2582
H 2.6563 1.8400 5.7320
H 1.7747 3.1032 4.8094
H 1.2122 -0.7356 5.7558
H 0.6424 2.0897 2.6903
H -0.8698 -2.5664 3.5623
H 0.5944 -2.7995 4.5180
H 0.7513 -2.7961 2.7727
```

Results
- Charge: -1
- Spin multiplicity: 5
- Frontier orbital gap (alpha / beta): 1.90 / 5.78 eV
- E: -3268.9360 a.u.
- LUMO level (alpha / beta): 2.00 / 1.99 eV


This record from the OMol25 dataset describes a molecular structure, C49H48AsBr2IrN2Te at a distorted geometry. The level of theory is the ωB97M-V functional and the def2-TZVPD basis.

Structure (XYZ):
```
104
C49H48AsBr2IrN2Te, DFT the ωB97M-V functional and the def2-TZVPD basis
Ir -0.8288 0.3374 1.3021
C -1.2442 3.2201 -1.3484
C -1.5311 2.7855 0.0572
C -2.6977 2.0217 0.2996
C -3.6867 1.8713 -0.8142
C -2.9807 1.5419 1.6092
C -4.2433 0.7584 1.8283
C -2.1777 1.9887 2.7040
C -2.6091 1.7941 4.1272
C -1.0621 2.8333 2.4546
C -0.3363 3.4070 3.6280
C -0.7305 3.2185 1.1367
C 0.3488 4.2309 0.9121
H -0.1767 3.3165 -1.5341
H -1.7040 4.1909 -1.5472
H -1.6430 2.5075 -2.0652
H -3.3011 1.2511 -1.6259
H -3.8878 2.8598 -1.2249
H -4.6328 1.4531 -0.4943
H -5.0896 1.4452 1.8590
H -4.2402 0.2064 2.7596
H -4.4108 0.0453 1.0211
H -1.7858 1.4857 4.7705
H -3.4086 1.0733 4.2408
H -2.9757 2.7531 4.4995
H 0.6341 3.8127 3.3719
H -0.1943 2.6668 4.4088
H -0.9291 4.2143 4.0545
H 1.2264 4.0593 1.5294
H -0.0439 5.2125 1.1776
H 0.6702 4.2832 -0.1208
Br 4.8322 0.9612 5.2671
C 3.3098 0.7820 4.1630
C 3.1642 1.5630 3.0154
C 2.0554 1.3459 2.2257
N 1.0931 0.4727 2.5135
C 1.1913 -0.2407 3.6520
C 2.3068 -0.1318 4.4742
C 0.0447 -1.1001 3.9894
C -0.0415 -1.8203 5.1759
C -1.2006 -2.5413 5.4622
Br -1.3731 -3.4748 7.0921
C -2.2348 -2.5401 4.5244
C -2.0609 -1.8033 3.3711
N -0.9666 -1.0972 3.1074
H 3.8926 2.3164 2.7628
H 1.9201 1.9096 1.3131
H 2.3999 -0.7285 5.3633
H 0.7644 -1.8284 5.8875
H -3.1465 -3.0853 4.7066
H -2.8294 -1.7665 2.6094
C 0.9340 -5.1966 -1.0058
C 0.8324 -4.3455 -2.0926
C 0.2017 -3.1211 -1.9567
C -0.3338 -2.7542 -0.7282
C -0.1964 -3.5918 0.3740
C 0.4271 -4.8196 0.2284
As -1.4698 -1.1829 -0.5565
C -1.6942 -0.6074 -2.3990
C -0.8190 0.1225 -3.1800
C -1.1356 0.4128 -4.5006
C -2.3521 0.0007 -5.0245
C -3.2356 -0.7380 -4.2575
C -2.9162 -1.0640 -2.9405
C -3.7270 -1.8870 -2.0475
C -4.9154 -2.5234 -2.3986
C -5.5452 -3.3630 -1.4968
C -5.0063 -3.5694 -0.2365
C -3.8348 -2.9205 0.1385
C -3.1937 -2.0835 -0.7564
H 1.4136 -6.1552 -1.1198
H 1.2186 -4.6440 -3.0551
H 0.0954 -2.4681 -2.8160
H -0.5920 -3.2942 1.3408
H 0.5034 -5.4929 1.0675
H 0.1220 0.4704 -2.7549
H -0.4451 0.9584 -5.1232
H -2.6042 0.2544 -6.0419
H -4.1680 -1.0642 -4.6880
H -5.3397 -2.3893 -3.3807
H -6.4503 -3.8737 -1.7833
H -5.4848 -4.2464 0.4532
H -3.4210 -3.0999 1.1226
C 7.6706 1.0591 -4.4832
C 6.4238 0.8713 -3.7175
C 5.2306 0.4911 -4.3463
C 4.0677 0.2812 -3.6395
C 2.8126 -0.0714 -4.3666
C 4.0803 0.4368 -2.2335
Te 2.3589 -0.0295 -1.1292
C 5.2582 0.8619 -1.5808
C 5.3150 1.1163 -0.1120
C 6.4002 1.0623 -2.3287
H 7.5307 0.9111 -5.5509
H 8.4354 0.3620 -4.1301
H 8.0836 2.0551 -4.3105
H 5.2273 0.3546 -5.4184
H 3.0332 -0.4452 -5.3620
H 2.1882 0.8173 -4.4743
H 2.2469 -0.8319 -3.8224
H 4.3885 0.8228 0.3864
H 5.4882 2.1744 0.0733
H 6.1378 0.5672 0.3367
H 7.3062 1.3710 -1.8288
```

Results
- Charge: +3
- Spin multiplicity: 2
- Frontier orbital gap (alpha / beta): 3.66 / 3.76 eV
- E: -9760.7111 a.u.
- LUMO level (alpha / beta): -10.51 / -10.47 eV


This record from the OMol25 dataset describes a single C18H39NO2 molecule. The level of theory is the ωB97M-V functional and the def2-TZVPD basis.

Structure (XYZ):
```
60
C18H39NO2, DFT the ωB97M-V functional and the def2-TZVPD basis
C -6.3662 -3.2434 -0.2738
C -7.5644 -2.3649 0.0674
C -7.1773 -1.0618 0.7679
C -6.4168 -0.0923 -0.1345
C -6.1075 1.2188 0.5845
C -5.4662 2.2737 -0.3191
C -4.1286 1.8680 -0.9406
C -3.0412 1.5718 0.0894
C -1.6978 1.2785 -0.5744
C -0.6088 0.9620 0.4476
C 0.7249 0.6327 -0.2181
C 1.8144 0.3162 0.8035
C 3.1366 -0.0534 0.1360
C 4.2210 -0.3677 1.1641
C 5.5440 -0.8036 0.5308
H 5.3466 -1.5262 -0.2647
C 6.3357 0.3862 -0.0285
O 6.7846 1.2292 1.0059
H 7.4106 0.7156 1.5380
C 7.5250 -0.0384 -0.9371
N 7.1393 -0.6341 -2.2033
H 6.5137 -0.0144 -2.7062
H 6.6496 -1.5090 -2.0492
H 8.0756 0.8840 -1.1732
C 8.4924 -1.0022 -0.2324
O 9.0266 -0.4773 0.9629
H 9.5674 0.2905 0.7444
H 7.9760 -1.9216 0.0504
H 9.2894 -1.2646 -0.9392
H 5.6692 1.0132 -0.6345
H 6.1548 -1.2915 1.2938
H 4.4061 0.5129 1.7823
H 3.8621 -1.1667 1.8173
H 3.4555 0.7746 -0.4999
H 2.9830 -0.9251 -0.5061
H 1.9673 1.1832 1.4498
H 1.4857 -0.5124 1.4355
H 1.0403 1.4789 -0.8329
H 0.5927 -0.2253 -0.8820
H -0.4785 1.8177 1.1142
H -0.9241 0.1134 1.0595
H -1.3922 2.1403 -1.1727
H -1.8107 0.4302 -1.2543
H -2.9350 2.4283 0.7594
H -3.3295 0.7102 0.6937
H -4.2689 0.9950 -1.5804
H -3.7901 2.6865 -1.5817
H -5.3182 3.1850 0.2661
H -6.1630 2.5119 -1.1270
H -5.4572 1.0190 1.4380
H -7.0395 1.6324 0.9791
H -7.0156 0.1168 -1.0245
H -5.4850 -0.5561 -0.4569
H -6.5670 -1.2930 1.6445
H -8.0879 -0.5715 1.1221
H -8.1155 -2.1321 -0.8468
H -8.2353 -2.9260 0.7226
H -6.6994 -4.1888 -0.6962
H -5.7196 -2.7589 -1.0007
H -5.7830 -3.4544 0.6201
```

Results
- SMILES: CCCCCCCCCCCCCCC[C@@H](O)[C@H](N)CO
- Energy above the lowest of the compared OMol25 structures with the same formula, charge and spin: 22.52 kJ/mol
- Frontier orbital gap: 10.08 eV
- E: -914.4898 a.u.
- LUMO level: 0.90 eV


This record from the OMol25 dataset describes a single CH2F3NO molecule at a distorted geometry. The level of theory is the ωB97M-V functional and the def2-TZVPD basis.

Structure (XYZ):
```
8
CH2F3NO, DFT the ωB97M-V functional and the def2-TZVPD basis
C -1.4612 0.2714 0.1750
N -0.2316 -0.1572 -0.2759
O -2.2721 -0.7754 -0.3742
F -1.8402 1.4749 -0.4789
F -1.6368 0.4842 1.4826
F -3.6426 -0.5599 -0.5043
H 0.5906 -0.1280 0.4315
H -0.4205 -0.9781 -0.8023
```

Results
- Spin multiplicity: 3
- Energy above the lowest of the compared OMol25 structures with the same formula, charge and spin: 190.76 kJ/mol
- Frontier orbital gap (alpha / beta): 8.67 / 8.37 eV
- E: -468.6144 a.u.
- LUMO level (alpha / beta): 0.78 / -3.04 eV


This record from the OMol25 dataset describes 2 unconnected molecules or ions with the total composition C3H6BrNO2 at a distorted geometry. The level of theory is the ωB97M-V functional and the def2-TZVPD basis.

Structure (XYZ):
```
13
C3H6BrNO2, DFT the ωB97M-V functional and the def2-TZVPD basis
C 0.7997 0.0512 -0.1705
C 1.4856 1.3568 0.0487
C -2.1102 -1.0389 -0.6667
N 0.3569 -0.6599 0.9134
O 0.5927 -0.3289 -1.3058
O -0.2940 -1.7604 0.5691
Br -2.2204 0.5803 0.1549
H 1.1128 1.7920 0.8999
H 1.6598 2.0305 -0.7338
H 2.5527 1.2091 0.3110
H -1.4624 -1.0372 -1.6023
H -2.7709 -1.8522 -0.2982
H 0.2977 -0.3424 1.8803
```

Results
- Energy above the lowest of the compared OMol25 structures with the same formula, charge and spin: 420.62 kJ/mol
- Frontier orbital gap (alpha / beta): 9.15 / 7.62 eV
- E: -2896.9983 a.u.
- LUMO level (alpha / beta): -0.07 / -0.67 eV